C17H21Cr2N3O2 | ωB97M-V/def2-TZVPD

Last column: Löwdin charge in e.
Cartesian coordinates (Å):
O -0.808 23.946 -7.326  -0.505
C -4.767 20.872 -8.239  0.002
Cr -0.293 21.790 -7.463  1.171
H -1.010 22.382 -11.778  0.090
C -4.581 17.274 -12.908  -0.077
H 0.096 24.009 -13.799  0.065
H 0.320 21.268 -11.386  0.103
C -3.824 19.698 -11.817  -0.094
H -0.314 28.016 -15.301  0.105
N -3.262 17.487 -12.588  0.067
H 0.465 26.416 -13.507  0.074
H -2.780 20.744 -9.128  0.079
C -3.361 20.977 -8.248  -0.102
H -1.415 21.019 -10.893  0.045
H -2.422 25.037 -6.656  0.091
C -0.159 24.656 -14.626  -0.141
C -1.091 26.412 -16.515  -0.087
H -1.838 24.827 -17.578  0.114
H -2.671 21.624 -5.153  0.103
H -1.004 25.541 -5.821  0.087
Cr 0.038 24.430 -9.416  1.271
H -4.969 16.347 -13.302  0.105
C 0.047 26.031 -14.426  -0.096
H -1.926 18.806 -11.724  0.087
C -2.943 18.655 -12.055  -0.195
C -4.745 21.377 -5.855  -0.010
H -5.965 20.206 -11.913  0.095
H -5.378 20.910 -9.128  0.107
C -5.482 21.117 -7.018  -0.001
O -0.432 22.221 -9.699  -0.469
C -5.591 18.283 -12.725  -0.050
N -0.797 24.197 -15.782  0.059
H -1.375 27.156 -17.245  0.109
C -0.595 21.727 -11.012  -0.173
H -3.450 20.656 -11.486  0.066
H -6.553 21.024 -6.916  0.123
H -6.601 18.081 -13.050  0.104
C -5.194 19.494 -12.168  -0.076
H -1.606 24.009 -5.374  0.077
N -2.581 21.262 -7.151  -0.030
C -1.488 24.659 -6.241  -0.138
C -3.325 21.431 -5.991  -0.092
H -5.192 21.445 -4.874  0.120
C -1.217 25.084 -16.732  -0.134
C -0.433 26.946 -15.397  -0.051

The value obtained for the max |F| is 4.2 eV/Å. The multiplicity is 9. The total charge is +2. The HOMO-LUMO gap (alpha / beta) comes out at 3.7 / 4.8 eV.